Record 1
Below is 3 unconnected molecules or ions with the total composition C3H12N2O3, with properties calculated with ωB97M-V/def2-TZVPD.

Element x y z (Å)
O  2.33623  -1.02087  -0.98172
C  1.18057  -0.38151  -1.12756
N  0.00879  -0.91686  -0.34391
C  0.40503  -1.21745  1.06150
N  -0.87346  -1.50268  1.70819
C  0.63984  -0.27741  -2.56847
H  -0.76973  -0.18331  -0.26052
H  1.08134  -2.05873  1.08076
H  0.82493  -0.35002  1.63761
H  -0.86937  1.88835  0.95155
H  -1.71085  -1.42227  1.13443
H  -0.31105  0.27518  -2.53922
H  1.18557  0.20960  -3.30734
H  0.64922  -1.31027  -2.93156
H  -0.96093  -0.77611  2.32199
H  -1.83922  1.61333  2.72521
O  -1.22951  1.13486  2.15235
H  1.09446  0.67556  -0.80875
H  -0.42074  3.28639  0.04972
O  -0.42112  2.33422  0.04574

Atoms 1-2, force components in eV/Å:
O -2.8 2.5 0.4
C 1.1 -4.4 -1.7

Its spin multiplicity is 1. The gap between HOMO and LUMO comes out at 4.0 eV. For the energy above the lowest of the compared OMol25 structures with the same formula, charge and spin, the calculation gives 828.79 kJ/mol. Its total charge is 0. The HOMO energy comes out at -8.795 eV.



Record 2
Below is C6H6 in the gas phase, with properties calculated with ωB97M-V/def2-TZVPD.

Element x y z (Å)
C  -1.31240  2.24516  0.49336
C  -0.95019  1.02757  0.26032
C  0.32918  0.41750  0.19212
C  -0.59493  -0.41210  -0.10419
C  1.67819  1.03258  0.14514
C  -1.19499  -1.72330  -0.29709
H  1.67832  1.77778  -0.57397
H  2.48162  0.27700  -0.32009
H  1.89357  1.42162  1.15414
H  -1.35838  -1.99577  0.67475
H  -0.47057  -2.40596  -0.87974
H  -2.17942  -1.66208  -0.74476

Atoms 1-2, force components in eV/Å:
C -2.5 4.6 0.8
C 2.8 -6.3 -1.0

Its spin multiplicity is 3. The gap between HOMO and LUMO (alpha / beta) comes out at 6.7 / 7.6 eV. For the energy above the lowest of the compared OMol25 structures with the same formula, charge and spin, the calculation gives 227.58 kJ/mol. Its total charge is 0. The HOMO energy (alpha / beta) comes out at -6.191 / -8.808 eV.



Record 3
Below is a gas-phase ion, C4H12N2O (charge +1), with properties calculated with ωB97M-V/def2-TZVPD.

Element x y z (Å)
N  1.34376  -0.13785  1.70341
C  0.41110  -0.30668  0.63527
C  0.75156  0.53036  -0.66375
C  -0.00174  -0.06744  -1.85482
O  0.85060  -1.00675  -2.52982
C  -0.96115  0.11026  1.29906
N  -1.93623  0.47978  0.28749
H  2.05765  0.59931  1.63917
H  1.76734  -1.01213  2.02860
H  0.38270  -1.34516  0.30809
H  1.80567  0.38758  -0.91066
H  0.61654  1.57320  -0.37350
H  -0.17110  0.73261  -2.57182
H  -0.90553  -0.64862  -1.68882
H  1.03405  -1.76985  -1.95828
H  -0.86022  0.77304  2.16175
H  -1.39517  -0.79735  1.73572
H  -2.85995  0.42854  0.69910
H  -1.92988  1.47714  0.05382

Atoms 1-2, force components in eV/Å:
N 1.5 -1.3 -2.0
C 0.8 0.6 -0.1

Its spin multiplicity is 2. The gap between HOMO and LUMO (alpha / beta) comes out at 10.6 / 5.3 eV. For the energy above the lowest of the compared OMol25 structures with the same formula, charge and spin, the calculation gives 190.56 kJ/mol. Its total charge is +1. The HOMO energy (alpha / beta) comes out at -14.044 / -13.942 eV.



Record 4
Below is C2H3N5O in the gas phase, with properties calculated with ωB97M-V/def2-TZVPD.

Element x y z (Å)
C  0.02733  -0.09365  -0.63961
C  -0.16428  -0.34823  1.66370
H  2.28636  -0.86580  -0.49037
H  3.01384  0.08367  -2.01694
H  0.15012  -0.86483  2.50924
N  2.16920  -0.37506  -1.48744
N  0.94149  0.16573  -1.56644
N  -1.30254  0.48430  -0.68551
N  -1.82137  0.83420  0.52945
N  -1.14404  0.46940  1.73006
O  0.43402  -0.84397  0.52659

Atoms 1-2, force components in eV/Å:
C 2.2 0.9 -1.4
C -1.0 0.2 -2.4

Its spin multiplicity is 1. The gap between HOMO and LUMO comes out at 7.7 eV. For the energy above the lowest of the compared OMol25 structures with the same formula, charge and spin, the calculation gives 515.56 kJ/mol. Its total charge is 0. As for the SMILES: N/N=c1/nnnco1. The HOMO energy comes out at -8.784 eV.



Record 5
Below is a molecular structure, C6H15AsF6IrPSe4, with properties calculated with ωB97M-V/def2-TZVPD.

Element x y z (Å)
Ir  2.17785  -0.39726  0.28282
Se  3.75134  -0.37001  2.04373
Se  6.36162  2.43143  0.35357
Se  4.22659  2.88580  0.17513
Se  3.12010  1.20054  -1.13078
C  -1.66415  -0.90469  1.98397
C  -1.64425  -0.70756  0.47237
As  -0.14543  0.38178  -0.14122
C  -0.36060  2.13855  0.70537
C  -1.76690  2.72842  0.62615
C  -0.36043  0.64949  -2.07223
C  -1.81247  0.75120  -2.53227
H  -2.56270  -1.44868  2.27176
H  -1.66022  0.05361  2.50633
H  -0.81160  -1.48948  2.31859
H  -2.52891  -0.16269  0.13657
H  -1.60173  -1.65531  -0.06084
H  0.36330  2.80019  0.22634
H  -0.05403  2.02329  1.74594
H  -2.03152  2.99284  -0.39631
H  -1.81409  3.63788  1.22470
H  -2.51844  2.04312  1.01839
H  0.12067  -0.20550  -2.55122
H  0.20830  1.54322  -2.33164
H  -2.37963  -0.13933  -2.26441
H  -1.83513  0.83794  -3.61816
H  -2.31338  1.62334  -2.11605
F  1.23013  -2.09435  1.29190
P  1.35712  -3.43540  0.14311
F  -0.11099  -3.82356  0.56133
F  2.81104  -2.77731  -0.24333
F  2.02518  -4.27927  1.28114
F  1.48042  -4.51739  -0.97114
F  0.74295  -2.31483  -0.93959

Atoms 1-2, force components in eV/Å:
Ir -0.7 -0.7 0.7
Se -1.2 0.7 -1.0

Its spin multiplicity is 2. The gap between HOMO and LUMO (alpha / beta) comes out at 4.7 / 4.7 eV. Its total charge is +1. The HOMO energy (alpha / beta) comes out at -12.186 / -12.018 eV.



Record 6
Below is C6H12N2O in the gas phase, with properties calculated with ωB97M-V/def2-TZVPD.

Element x y z (Å)
C  0.49840  -0.63319  -1.56343
C  0.97196  0.29131  -0.40458
C  0.47997  1.07629  1.75419
C  -1.02899  0.71524  1.56786
C  -1.85899  0.05648  -0.68715
C  -1.03669  -0.60936  -1.49099
H  0.79246  -2.35399  -0.50061
H  2.02743  -1.96559  -1.43874
H  0.82683  -0.31245  -2.56637
H  0.77020  1.28223  -0.61502
H  0.22821  -0.35202  -0.01124
H  2.36697  0.95487  0.95589
H  0.56375  2.17612  1.61130
H  0.63912  0.83570  2.82402
H  -1.70185  1.22344  2.27805
H  -1.15066  -0.40576  1.59892
H  -2.93333  -0.13039  -0.83809
H  -1.49688  -1.27950  -2.22548
N  1.00071  -2.00116  -1.43196
N  1.56406  0.35804  0.95543
O  -1.52265  1.07368  0.22799

Atoms 1-2, force components in eV/Å:
C 2.0 -0.7 -1.5
C -0.7 -1.2 1.2

Its spin multiplicity is 1. The gap between HOMO and LUMO comes out at 9.5 eV. For the energy above the lowest of the compared OMol25 structures with the same formula, charge and spin, the calculation gives 555.65 kJ/mol. Its total charge is 0. As for the SMILES: N[C@H]1/C=C\OCCNC1. The HOMO energy comes out at -8.586 eV.



Number 1: F_max 0.0967 hartree/bohr, molar mass 124.140 u. Number 2: F_max 0.1353 hartree/bohr, molar mass 78.114 u. Number 3: F_max 0.0542 hartree/bohr, molar mass 104.153 u. Number 4: F_max 0.1002 hartree/bohr, molar mass 113.080 u. Number 5: F_max 0.0326 hartree/bohr, molar mass 815.127 u. Number 6: F_max 0.0583 hartree/bohr, molar mass 128.175 u.